Record 1
C24H21N4O3SSeTi as an isolated structure in a non-equilibrium geometry, computed with ωB97M-V/def2-TZVPD.

Its spin multiplicity is 3. Its highest occupied orbital energy (spin up / spin down) is -0.3010 / -0.4078 Ha. The energy above the lowest of the compared OMol25 structures with the same formula, charge and spin is 0.0 kJ/mol. The calculation puts the calculated total energy at -5020.92430 Eh. As for the total charge: +1. As for the HOMO-LUMO gap (spin up / spin down): 5.25 / 7.99 eV.

```
55
C24H21N4O3SSeTi, DFT ωB97M-V/def2-TZVPD
Se 6.010 -0.206 4.121
Ti -0.604 0.386 0.093
S -0.391 -2.750 -0.061
O -1.372 -1.558 -0.101
O -1.499 1.964 0.639
O -1.086 0.884 -1.784
N 5.601 0.288 2.448
N 1.451 0.555 -0.070
N 4.290 -0.470 4.560
N 0.147 -0.217 2.070
C -3.202 3.554 0.756
C -0.019 -0.948 4.340
C 2.133 0.920 -1.199
C -2.556 2.686 -1.418
C -1.819 1.784 -2.272
C 1.368 -0.822 4.504
C 3.610 0.461 1.059
C -1.403 -4.181 -0.503
C 0.496 -2.741 -1.651
C -2.389 2.698 -0.006
C 4.264 0.835 -0.093
C 3.583 -0.244 3.490
C 4.311 0.179 2.315
C -0.611 -4.925 -1.572
C -4.122 4.376 0.151
C -0.576 -0.640 3.122
C -3.502 3.561 -2.002
C -1.906 1.871 -3.765
C 3.488 1.066 -1.249
C 2.131 -0.397 3.440
C 2.208 0.328 1.062
C 1.491 -0.092 2.217
C -0.090 -3.851 -2.525
C -4.279 4.391 -1.240
H -1.644 -0.721 2.954
H -2.921 1.649 -4.097
H 1.848 -1.054 5.445
H -1.221 1.149 -4.204
H -3.065 3.553 1.828
H 0.667 -4.239 -3.204
H 0.380 -1.735 -2.058
H -2.330 -3.759 -0.896
H -0.649 -1.274 5.154
H 1.512 1.099 -2.068
H -1.660 2.873 -4.113
H -4.732 5.027 0.764
H 1.549 -2.891 -1.412
H -1.248 -5.657 -2.067
H -5.003 5.047 -1.701
H -1.616 -4.753 0.397
H -3.628 3.565 -3.075
H 0.219 -5.473 -1.121
H -0.907 -3.457 -3.130
H 5.338 0.941 -0.098
H 3.954 1.365 -2.177
```


Record 2
C24H22AuN2O5 as an isolated structure, computed with ωB97M-V/def2-TZVPD.

Its spin multiplicity is 3. Its highest occupied orbital energy (spin up / spin down) is -0.1527 / -0.2188 Ha. The calculation puts the calculated total energy at -1549.17302 Eh. As for the total charge: -1. As for the HOMO-LUMO gap (spin up / spin down): 6.79 / 7.62 eV.

```
54
C24H22AuN2O5, DFT ωB97M-V/def2-TZVPD
Au -0.092 -0.435 -0.482
O -5.299 2.728 0.990
O 0.589 -2.322 -0.252
O -3.769 1.879 -0.922
O -1.903 0.710 -1.238
O -5.276 2.421 3.196
N -1.588 0.425 1.543
N -2.911 1.091 3.151
C -0.815 -0.119 3.845
C 2.901 -2.740 0.221
C -2.658 1.085 0.992
C 1.537 2.263 -0.013
C 1.623 5.591 -2.680
C 2.279 4.852 2.526
C 2.863 3.800 4.617
C 2.534 4.936 3.888
C 2.031 3.490 0.418
C 3.296 6.618 -1.304
C 1.152 1.137 -0.326
C 2.347 3.626 1.852
C 2.929 2.573 3.964
C 1.045 -4.036 1.327
C -3.496 1.517 1.989
C -2.778 1.239 -0.497
C 2.545 6.612 -2.474
C 2.667 2.487 2.606
C 1.481 -2.690 0.763
C 1.458 4.588 -1.738
C 3.127 5.620 -0.355
C -1.763 0.443 2.843
C -4.778 2.267 2.095
C 2.202 4.583 -0.550
H -0.027 -0.646 3.310
H -1.312 -0.818 4.520
H 2.676 7.392 -3.214
H 0.031 -3.966 1.727
H 0.745 3.788 -1.906
H 2.956 -3.470 -0.593
H 4.028 7.400 -1.134
H 2.466 5.897 4.385
H 3.180 -1.761 -0.176
H 2.001 5.743 1.977
H 1.027 5.573 -3.585
H 1.467 -1.959 1.587
H 3.741 5.624 0.537
H 3.065 3.868 5.679
H 1.720 -4.369 2.123
H 3.187 1.678 4.518
H 1.045 -4.786 0.529
H -3.311 1.280 4.055
H -0.360 0.674 4.442
H 3.617 -3.022 1.001
H -4.701 2.485 0.179
H 2.702 1.530 2.099
```


Record 3
C24H22BBr2F8LuN3PSSb as an isolated structure in a non-equilibrium geometry, computed with ωB97M-V/def2-TZVPD.

Its spin multiplicity is 2. Its highest occupied orbital energy (spin up / spin down) is -0.2845 / -0.3019 Ha. The energy above the lowest of the compared OMol25 structures with the same formula, charge and spin is 148.2 kJ/mol. The calculation puts the calculated total energy at -9279.57006 Eh. As for the HOMO-LUMO gap (spin up / spin down): 6.07 / 6.54 eV.

```
64
C24H22BBr2F8LuN3PSSb, DFT ωB97M-V/def2-TZVPD
Lu -2.268 1.958 0.013
Sb -4.177 2.592 -2.207
Br -2.755 3.717 1.957
Br -0.529 1.116 2.423
S 1.527 4.916 0.757
P 1.574 -0.467 0.211
F -4.620 2.281 -0.235
F -5.644 1.490 -2.679
F -3.360 2.792 -3.902
F -1.019 2.148 -2.289
F -2.744 3.700 -1.281
F -3.189 0.880 -1.756
F -0.744 0.668 -0.635
F -5.221 4.170 -2.263
N -0.094 2.935 -0.255
N -4.017 -1.499 2.427
N -3.229 -0.017 1.014
C -4.779 0.842 2.786
C 0.895 -1.846 -0.799
C 4.900 -2.868 0.794
C 3.830 -2.248 0.172
C 3.662 0.615 -1.386
C 0.495 -2.974 -0.084
C 2.003 2.323 -2.773
C 4.189 1.463 -2.343
C 0.171 -2.905 -2.829
C -2.748 -1.263 0.677
C -3.227 -2.187 1.550
C 0.650 3.797 0.149
C 1.461 1.521 -1.771
C 3.312 -1.115 2.225
C 3.037 -1.351 0.882
C -4.001 -0.199 2.076
C -0.802 2.554 3.603
C 5.170 -2.623 2.133
C -0.194 -4.037 -2.120
C 0.710 -1.809 -2.176
C 3.354 2.293 -3.069
C 4.372 -1.747 2.849
C -0.039 -4.064 -0.742
C 2.300 0.614 -1.101
B -0.033 1.810 -1.316
H 0.600 -2.980 0.995
H -2.105 -1.419 -0.172
H -0.061 3.328 3.558
H 4.571 -1.561 3.894
H -5.401 0.386 3.552
H 6.008 -3.108 2.613
H 0.037 -2.877 -3.899
H 2.678 -0.433 2.774
H -1.244 2.294 4.543
H -0.342 -4.937 -0.182
H 1.348 2.992 -3.313
H 5.255 1.465 -2.524
H -5.415 1.384 2.087
H -4.128 1.579 3.253
H 3.750 2.929 -3.845
H 0.983 -0.927 -2.739
H 3.611 -2.463 -0.865
H -4.499 -1.887 3.222
H 5.528 -3.548 0.234
H 4.325 -0.051 -0.852
H -0.602 -4.897 -2.634
H -3.072 -3.243 1.612
```


Record 4
C24H22BBr4N11O4S3W as an isolated structure in a non-equilibrium geometry, computed with ωB97M-V/def2-TZVPD.

Its spin multiplicity is 1. Its highest occupied orbital energy (spin up / spin down) is -0.2383 / -0.2286 Ha. The energy above the lowest of the compared OMol25 structures with the same formula, charge and spin is 334.7 kJ/mol. The calculation puts the calculated total energy at -13413.57204 Eh. As for the HOMO-LUMO gap (spin up / spin down): 4.70 / 4.39 eV.

```
70
C24H22BBr4N11O4S3W, DFT ωB97M-V/def2-TZVPD
W -0.287 0.617 0.467
Br -4.771 0.493 -4.784
Br -4.000 -2.686 -4.395
Br -1.573 -3.526 -2.310
Br -3.026 2.776 -3.092
S -2.637 -0.566 1.629
S -0.965 2.054 2.716
S 0.426 3.226 0.164
O -1.117 1.427 -1.169
O -2.520 0.581 0.682
O -0.829 -1.073 -0.566
O -3.458 -0.294 2.763
N 3.007 2.764 -0.201
N 0.499 4.041 3.917
N -1.074 -0.631 2.000
N 1.296 0.497 -0.810
N -0.008 -2.706 2.487
N 1.003 -0.818 1.391
N 1.776 4.472 4.008
N 1.701 2.607 2.861
N -4.677 -5.323 -1.212
N 2.051 1.577 2.004
N 1.828 3.539 -2.069
C -2.777 -3.241 1.117
C -2.741 0.940 -2.848
C -4.731 -2.945 -0.844
C 1.896 3.139 -0.764
C -3.102 -1.365 -3.408
C 2.186 -1.517 1.300
C -3.258 -4.348 0.457
C 2.294 -2.784 1.835
C 4.136 3.053 -2.307
C -0.035 -1.507 1.991
C 3.949 3.648 3.104
C -2.153 -1.747 -2.461
C -1.816 0.568 -1.885
C -1.584 -0.803 -1.618
C 1.182 -3.354 2.434
C -4.222 -4.222 -0.557
C 4.147 2.696 -0.954
C 2.972 3.478 -2.873
C 2.497 3.615 3.361
C 2.000 -0.090 -1.552
C -4.247 -1.835 -0.184
C -3.255 -1.984 0.775
C -3.426 -0.027 -3.579
C 0.405 2.913 3.186
B 2.907 -0.906 -2.443
H 4.118 3.852 2.047
H -0.271 4.586 4.269
H 2.298 -1.918 -2.631
H -5.188 -5.190 -2.070
H 5.024 2.339 -0.446
H 2.613 1.976 1.184
H 3.895 -1.107 -1.803
H 3.129 -0.301 -3.445
H 2.995 -1.027 0.775
H -4.628 -0.847 -0.399
H 4.399 2.684 3.340
H 0.925 3.763 -2.455
H 4.415 4.428 3.696
H -2.017 -3.325 1.879
H 1.188 -4.339 2.872
H 3.232 -3.312 1.784
H -4.122 -6.160 -1.150
H -2.857 -5.324 0.682
H -5.489 -2.843 -1.608
H 5.036 2.984 -2.894
H 2.590 0.868 2.503
H 2.846 3.788 -3.896
```


Number 3 is which compound?
C24H22BBr2F8LuN3PSSb